1.
34
Properties=species:S:1:pos:R:3:forces:R:3:mulliken_charge:R:1 method="wB97M-V/def2-TZVPD" relative_energy_ev=1.5865 e_homo_ev=-7.91 energy_ha=-919.76063 orbital_gap_ev=7.47
O -1.008 2.633 -2.462 0.53 0.42 1.40 -0.622
O 1.521 3.443 -1.071 0.77 2.23 -2.55 -0.548
C -1.028 -0.089 -2.040 1.93 4.22 0.91 -0.969
C -1.055 -3.379 -0.550 -0.18 -0.43 1.25 -0.546
C 1.092 0.503 2.257 -0.57 2.76 -0.61 1.046
C 0.289 3.203 -0.539 0.26 -1.61 4.59 0.269
C -1.618 -4.102 -1.573 1.14 -0.92 4.55 -0.859
C -0.202 -1.173 0.277 1.99 1.64 3.12 1.122
C -1.716 -2.136 -2.837 0.98 -2.23 -2.67 -0.897
C -0.435 0.802 -1.152 -1.23 -0.63 -1.09 -0.084
C -1.859 -3.476 -2.703 -1.96 0.44 -3.18 -0.387
C 0.317 -1.678 1.540 0.42 -0.21 -0.33 -1.161
C 0.689 2.424 0.790 -0.82 -0.02 2.03 -1.042
C -0.463 2.286 -1.417 -1.38 -1.28 -3.00 0.168
C -0.774 -1.999 -0.657 -0.56 -2.25 0.49 0.129
C 1.207 3.180 1.860 -0.41 1.49 -3.62 -0.671
C 0.993 -0.845 2.394 0.78 -4.82 2.67 -0.877
C 1.587 1.345 3.289 1.27 -0.32 -0.12 -0.591
C -1.142 -1.410 -1.807 -1.20 -0.12 -2.57 1.321
C 0.012 0.222 0.025 -0.32 -2.15 1.18 0.258
C 1.730 2.715 3.027 0.34 -1.96 1.86 -0.781
C 0.584 1.024 1.026 0.74 1.95 0.45 1.504
H -2.304 -4.072 -3.481 0.11 0.10 -0.67 0.381
H 2.137 2.842 -0.709 1.08 -0.95 0.52 0.478
H 0.264 -2.774 1.761 0.09 1.24 -0.23 0.208
H -1.622 -1.992 -3.928 -0.69 1.70 0.71 0.255
H -1.291 0.295 -2.972 -0.77 0.58 -1.40 0.606
H 2.022 0.814 4.199 -0.72 1.04 -1.19 0.260
H -1.892 -5.121 -1.404 0.03 -0.55 0.00 0.423
H 1.308 4.216 1.528 0.11 0.13 0.83 0.344
H 2.277 3.345 3.736 -0.52 -0.07 -0.31 0.385
H -0.962 -3.838 0.425 0.30 -0.19 -0.04 0.281
H 1.547 -1.330 3.334 -1.49 1.03 -2.03 0.100
H -0.206 4.119 -0.166 -0.04 -0.30 -0.96 0.498

2.
48
Properties=species:S:1:pos:R:3:forces:R:3:mulliken_charge:R:1 method="wB97M-V/def2-TZVPD" relative_energy_ev=0.0000 charge=-2 e_homo_ev=-1.48 energy_ha=-12030.91649 orbital_gap_ev=5.75
Bi -0.015 -0.246 -0.005 -0.40 0.38 -0.32 1.063
Se 1.075 1.167 -3.262 0.28 0.26 0.06 -0.197
Se 1.792 -1.037 -3.409 -0.05 -0.20 0.00 -0.250
Se 1.926 -1.812 -1.182 0.53 -0.25 -0.36 -0.350
Se -1.228 1.226 -3.473 -0.29 -0.12 0.10 -0.672
Cl 4.575 -1.153 5.426 -0.02 -0.01 -0.05 -0.266
Cl 2.859 -3.860 5.439 0.00 0.03 -0.06 -0.267
O -0.916 -3.738 2.424 0.00 0.13 -0.19 -0.821
O -1.787 0.411 1.543 -0.39 -0.23 -0.27 -0.700
O -3.617 -0.883 1.228 0.28 0.18 -0.01 -0.674
O 3.402 1.885 1.833 -0.19 -0.03 -0.11 -0.801
N -1.419 -2.195 -0.721 -0.41 -0.01 0.25 0.252
N 1.668 0.389 1.438 -0.12 0.02 0.38 0.347
N 0.171 -1.917 1.482 0.08 -0.12 0.28 0.190
N 0.414 2.445 0.075 0.09 0.04 -0.04 -0.184
C 1.525 -2.764 3.362 -0.04 0.10 -0.04 -0.946
C -3.039 0.207 1.305 0.19 -0.06 0.14 0.768
C 1.870 4.525 -0.991 -0.02 -0.01 0.04 -0.287
C -2.158 -2.281 -1.829 0.12 0.01 0.06 -0.145
C -0.759 -2.904 1.532 0.28 0.07 0.11 0.266
C -2.603 -4.012 0.237 -0.05 -0.04 0.06 -0.670
C 2.479 3.600 -0.160 0.13 0.05 -0.06 -0.515
C 0.518 4.398 -1.277 0.02 0.00 -0.04 -0.570
C 2.347 1.546 1.285 0.10 -0.17 0.13 0.517
C -1.642 -3.016 0.301 0.15 0.04 -0.11 0.501
C -0.176 3.339 -0.715 0.08 -0.02 0.13 -0.292
C 3.028 -0.445 3.326 -0.05 -0.03 -0.08 -0.965
C 3.299 -1.427 4.266 -0.16 -0.16 -0.03 0.097
C 1.715 2.556 0.337 -0.19 -0.03 0.14 0.286
C -3.844 1.486 1.086 0.03 0.07 -0.06 -0.968
C -3.345 -4.138 -0.922 -0.01 -0.01 -0.02 -0.343
C 1.997 -0.588 2.393 0.03 0.11 -0.08 0.334
C 1.207 -1.776 2.428 -0.13 -0.03 -0.10 -0.084
C -3.125 -3.259 -1.975 -0.01 -0.06 0.02 -0.719
C 2.554 -2.594 4.275 0.08 0.18 0.00 0.039
H -4.913 1.276 1.057 0.02 0.00 0.00 0.326
H 3.526 3.656 0.107 -0.04 -0.01 -0.01 0.408
H -3.694 -3.327 -2.894 0.02 0.03 0.04 0.409
H -4.094 -4.917 -1.006 -0.01 0.05 0.01 0.380
H -3.615 2.214 1.867 0.00 -0.02 -0.06 0.306
H 3.625 0.450 3.303 0.01 0.02 0.00 0.717
H -1.956 -1.543 -2.602 0.04 -0.03 0.06 0.222
H -3.530 1.911 0.125 -0.06 0.00 0.12 0.113
H -1.233 3.190 -0.905 0.08 -0.05 -0.06 0.288
H 2.443 5.342 -1.411 0.01 -0.01 -0.03 0.386
H 0.012 5.085 -1.945 0.02 -0.03 0.06 0.382
H -2.749 -4.645 1.100 0.03 -0.01 -0.03 0.462
H 0.943 -3.667 3.384 -0.04 -0.02 0.03 0.627

3.
54
Properties=species:S:1:pos:R:3:forces:R:3:lowdin_spin:R:1 method="wB97M-V/def2-TZVPD" s_squared=2.0177 relative_energy_ev=0.1574 e_homo_ev="-8.87 / -8.88" energy_ha=-7382.35091 orbital_gap_ev="7.55 / 7.78" multiplicity=3
Br -0.043 -2.445 -0.761 0.02 -0.01 0.01 0.009
V 1.079 0.876 -1.127 0.06 -0.06 0.19 1.947
S -2.487 2.268 0.091 0.02 -0.01 -0.01 0.000
S 4.732 -2.055 -3.568 -0.03 0.03 -0.15 0.000
S 3.301 -0.458 -1.787 -0.13 0.05 -0.04 0.002
S 0.620 1.143 1.105 -0.02 0.02 0.06 -0.026
P -1.443 1.283 1.406 -0.04 0.02 -0.02 0.006
F 6.590 -3.248 -2.152 0.00 0.00 0.01 0.000
F 6.951 -1.146 -2.525 0.00 0.03 0.00 0.000
F 7.202 -2.590 -4.123 0.00 0.01 0.00 0.000
F 5.289 1.092 -1.008 -0.05 0.01 -0.03 0.000
F 3.338 2.035 -1.272 0.07 -0.02 -0.04 0.006
F 4.569 1.558 -2.995 0.02 -0.05 0.04 0.000
O 4.711 -0.937 -4.457 0.00 -0.05 0.05 0.000
O 4.260 -3.335 -3.967 0.02 0.04 0.06 0.000
O 2.164 -0.100 -2.664 -0.02 -0.02 -0.09 0.014
O 2.792 -0.442 -0.416 -0.03 0.00 0.02 0.010
O 0.428 2.314 -2.063 -0.04 0.09 -0.02 0.001
O -1.197 3.100 -3.403 0.00 0.01 0.02 -0.002
N -0.639 -0.011 -1.883 -0.12 -0.08 -0.04 0.000
N 4.120 -1.676 -2.110 0.08 -0.03 0.05 -0.001
C 6.486 -2.278 -3.050 0.01 -0.04 0.00 0.000
C -3.108 -0.900 0.928 0.00 0.00 0.01 0.001
C -1.912 2.971 5.654 0.00 0.00 0.00 0.000
C -1.089 -1.254 -1.761 0.04 0.01 -0.01 0.011
C -3.533 -2.214 1.089 0.00 0.00 0.00 0.000
C -2.974 -0.777 -3.128 0.02 -0.01 0.00 0.010
C -0.714 2.229 -2.741 -0.02 -0.03 -0.04 0.007
C -2.501 0.518 -3.280 -0.02 -0.02 0.03 -0.002
C -2.262 -1.682 -2.359 -0.02 0.01 -0.02 -0.002
C -0.761 2.266 5.331 0.01 0.00 0.00 0.000
C -1.296 -1.307 2.459 0.00 -0.01 0.01 0.000
C -1.726 -2.612 2.624 0.00 0.01 0.01 0.000
C 4.233 1.144 -1.797 0.08 0.04 -0.01 0.001
C -2.713 2.695 3.405 0.00 0.00 0.01 0.000
C -2.843 -3.068 1.935 -0.01 0.00 0.00 0.001
C -0.584 1.771 4.048 -0.01 0.00 0.00 -0.001
C -1.564 1.981 3.080 0.02 -0.02 0.00 0.000
C -2.885 3.186 4.690 0.00 0.00 -0.01 0.000
C -1.985 -0.445 1.607 -0.01 0.01 -0.02 0.001
C -1.338 0.859 -2.632 0.07 0.05 -0.03 0.011
H -2.045 3.359 6.655 0.00 0.00 0.00 0.000
H -3.177 -4.090 2.063 0.00 0.00 0.00 0.000
H -0.413 -0.962 2.982 0.00 0.00 0.00 0.000
H -2.592 -2.700 -2.219 0.00 0.00 0.00 0.000
H -3.007 1.267 -3.872 0.01 0.01 0.00 0.000
H -3.890 -1.087 -3.612 0.00 0.00 0.00 0.001
H -1.187 -3.277 3.286 0.00 0.00 0.00 0.000
H -4.410 -2.564 0.559 0.00 0.00 0.00 0.000
H -3.641 -0.218 0.277 0.00 0.00 0.00 0.000
H -3.460 2.875 2.642 0.00 0.00 0.00 0.000
H 0.325 1.238 3.802 0.00 0.00 0.00 -0.001
H -3.780 3.744 4.935 0.00 0.00 0.00 0.000
H 0.007 2.106 6.077 0.00 0.00 0.00 0.000

4.
54
Properties=species:S:1:pos:R:3:forces:R:3:mulliken_charge:R:1 method="wB97M-V/def2-TZVPD" relative_energy_ev=1.3787 charge=-1 e_homo_ev=-2.95 energy_ha=-2572.54448 orbital_gap_ev=4.55
S 0.109 -2.350 -0.417 -0.86 0.22 -0.92 -0.355
F -5.658 0.149 1.178 0.75 -0.47 0.11 -0.299
F -2.458 2.982 -3.500 -1.16 -0.65 0.34 -0.254
F -3.836 0.183 2.407 -0.64 -0.59 -1.07 -0.211
F -4.186 1.745 -4.074 0.35 0.54 0.68 -0.278
F -4.385 3.256 -2.474 0.51 -0.76 -0.62 -0.276
F -4.448 -1.688 1.423 -0.14 1.09 -0.06 -0.286
O -1.328 1.492 5.057 1.62 0.02 -0.17 -0.658
O -1.679 3.102 0.468 0.37 -0.21 -0.86 -0.772
O -0.038 2.708 -0.962 -0.60 -0.36 0.14 -0.764
O 4.334 -0.903 1.893 -0.34 0.70 -1.62 -0.433
O 0.816 1.272 5.549 -1.37 0.41 -1.04 -0.634
O 4.869 0.303 -0.079 -0.86 -0.68 0.96 -0.436
N -0.121 1.438 4.742 -0.44 -0.44 -0.02 0.946
N 3.641 2.181 2.599 -1.14 -0.11 1.41 -0.758
N -0.668 2.459 0.088 0.63 -0.86 1.59 1.312
N 3.312 1.308 1.615 -0.28 0.95 -0.11 0.621
N 2.573 2.372 3.345 1.27 -0.30 -0.68 -0.464
N 1.952 0.938 1.744 -0.52 1.63 -0.70 0.518
C -0.710 1.515 2.288 0.04 0.48 0.55 -0.569
C -3.558 0.041 0.047 -0.35 0.06 -0.30 -0.166
C 0.837 -4.460 -2.098 0.49 -0.65 0.21 -1.319
C 0.691 -0.705 -2.312 -0.62 0.34 1.26 -0.346
C -3.151 1.286 -1.966 -0.51 -0.01 0.25 0.313
C -2.311 -0.546 -0.048 0.29 0.43 -0.15 -0.924
C 1.218 -1.960 -2.700 -0.27 -1.10 0.42 -1.003
C 0.795 -2.997 -1.870 0.72 1.36 -0.43 0.506
C 1.591 1.578 2.915 0.14 -0.17 -0.42 0.238
C -1.919 0.685 -2.095 0.79 -0.49 0.51 -0.365
C 1.026 0.743 0.702 3.51 -0.29 1.72 -1.739
C -4.002 0.963 -0.905 0.36 -0.05 0.03 -1.287
C -0.097 -0.741 -1.139 0.90 -2.28 -2.88 0.576
C -1.429 -0.182 -1.082 -1.15 0.92 0.45 1.019
C -4.387 -0.326 1.249 0.05 0.15 0.67 0.846
C -0.195 1.420 0.962 -1.74 1.88 -0.52 0.669
C 4.507 -1.050 -0.487 0.21 -0.06 -0.65 -0.077
C 0.201 1.530 3.326 -0.50 -0.64 -0.02 -0.491
C 4.095 -1.824 0.789 -0.24 -0.16 0.42 -0.136
C -3.547 2.316 -2.999 0.15 0.52 -0.11 0.759
B 4.306 0.335 1.198 0.06 -2.10 -0.55 0.359
H -1.776 1.711 2.423 0.31 -0.04 0.23 0.562
H -1.318 0.900 -2.976 0.00 0.05 0.39 0.408
H 1.051 -4.690 -3.148 0.03 0.16 0.20 0.377
H 4.655 -2.761 0.921 -0.03 0.41 0.09 0.348
H 1.463 0.460 -0.255 -0.22 0.43 0.78 1.171
H -4.978 1.415 -0.814 0.00 0.11 0.03 0.521
H 1.629 -4.916 -1.486 -0.24 -0.17 -0.13 0.270
H -2.019 -1.257 0.726 0.08 0.26 -0.23 0.364
H 1.811 -2.127 -3.608 -0.43 0.06 0.33 0.395
H 5.341 -1.533 -1.017 -0.14 0.34 0.24 0.330
H 3.007 -2.066 0.770 0.70 0.17 0.05 0.021
H -0.124 -4.941 -1.847 0.42 0.27 -0.02 0.303
H 3.652 -0.970 -1.179 0.36 -0.03 0.20 0.006
H 0.844 0.207 -2.888 -0.32 -0.22 0.04 0.544